No. 1
Molecular formula: C6H9NO
Method: DFT, ωB97M-V/def2-TZVPD

Output
Gap between HOMO and LUMO, eV: 10.413
SMILES: CC(C)=O.C=CC#N

Structure (ORCA input):
```
! wB97M-V def2-TZVPD RIJCOSX def2/J DEFGRID3
* xyz 0 1
C -2.283 -0.908 0.957
C -1.981 -3.267 1.266
C -1.647 -2.014 1.555
C 0.632 0.722 -0.372
C -0.308 1.882 -0.563
C 2.041 0.978 -0.861
N -2.830 -0.011 0.497
O 0.311 -0.323 0.134
H -1.503 -4.100 1.752
H -2.740 -3.498 0.535
H -0.873 -1.772 2.270
H -1.267 1.697 -0.084
H -0.472 2.023 -1.631
H 0.142 2.790 -0.169
H 2.444 0.082 -1.331
H 2.671 1.203 -0.002
H 2.078 1.814 -1.551
*
```

No. 2
Molecular formula: C6H9NO
Method: DFT, ωB97M-V/def2-TZVPD

Output
Gap between HOMO and LUMO, eV: 9.812
SMILES: C1O[C@@H]2CN3C[C@@H]2[C@@H]13

Structure (ORCA input):
```
! wB97M-V def2-TZVPD RIJCOSX def2/J DEFGRID3
* xyz 0 1
C 0.787 0.735 -1.452
C 0.951 -0.115 0.633
C 0.347 -1.415 0.083
C -1.428 -0.225 1.057
C -0.373 0.803 0.737
C -0.578 0.635 -0.731
H 0.974 1.672 -1.970
H 0.920 -0.055 -2.161
H 1.593 -0.139 1.512
H 0.973 -1.686 -0.751
H 0.404 -2.167 0.743
H -1.210 -0.684 1.986
H -2.426 0.168 0.975
H -0.250 1.769 1.230
H -1.409 1.097 -1.263
N -1.009 -0.926 -0.231
O 1.734 0.534 -0.398
*
```

No. 3
Molecular formula: C6H9NO
Method: DFT, ωB97M-V/def2-TZVPD

Output
Gap between HOMO and LUMO, eV: 9.444
SMILES: C=CC(=C)/C(C)=N/O

Structure (ORCA input):
```
! wB97M-V def2-TZVPD RIJCOSX def2/J DEFGRID3
* xyz 0 1
C 1.054 -1.514 0.001
C 0.614 -0.087 0.170
C -0.643 0.102 0.898
C -1.436 0.671 -0.367
C -0.862 0.496 2.135
C -1.561 0.172 -1.593
O 2.491 0.629 -0.862
N 1.278 0.943 -0.244
H 2.879 1.492 -1.058
H -2.256 1.301 0.026
H 1.807 -1.743 0.756
H 1.490 -1.649 -0.989
H 0.219 -2.206 0.111
H -1.805 0.941 2.421
H -0.133 0.304 2.912
H -2.396 0.448 -2.215
H -0.739 -0.297 -2.101
*
```

Short version: energy relative to the best compared isomer or geometry (same formula, charge and spin) = 29.8 65.9 103.3 kcal/mol, in the order given.
Short version: LUMO level = 0.83 1.05 0.73 eV, in the order given.
Short version: total energy = -363.97682 -363.91930 -363.85964 Eh, in the order given.